[1]
Entry from the OMol25 dataset: 8 unconnected molecules or ions with the total composition C11H38O8 in a non-equilibrium geometry (ωB97M-V/def2-TZVPD).

M	298.4	g/mol
SMILES	CCO.CCO.CCO.CO.CO.CO.CO.CO
largest force on an atom	1.19	eV Å⁻¹
energy relative to the best compared isomer or geometry (same formula, charge and spin)	61.6	kcal per mole
gap between HOMO and LUMO	9.49	eV

ORCA input file:
```
! wB97M-V def2-TZVPD RIJCOSX def2/J DEFGRID3
* xyz 0 1
C 4.48253 -0.44701 1.29182
C 3.03470 -0.72331 0.95100
O 2.22229 -0.20050 2.00594
H 5.16378 -0.93520 0.58877
H 4.72124 -0.80813 2.29359
H 4.77034 0.60616 1.28305
H 2.89827 -1.80638 0.86056
H 2.74995 -0.21836 0.02008
H 1.28855 -0.44553 1.81567
C -0.67977 0.67067 -0.32767
C -0.76102 -0.81568 -0.04344
O -0.30768 -1.02266 1.29215
H -1.08693 0.91281 -1.30612
H 0.37028 0.97390 -0.30990
H -1.14913 1.27286 0.44960
H -0.09014 -1.37651 -0.69882
H -1.77457 -1.19966 -0.19097
H -0.39512 -1.95594 1.56491
C -4.00116 1.36134 -2.03972
C -3.87384 0.27845 -3.08404
O -5.02380 -0.57953 -3.10020
H -3.07359 1.94203 -1.97942
H -4.11277 1.00246 -1.01354
H -4.81309 2.05725 -2.24105
H -2.99947 -0.36429 -2.91583
H -3.73403 0.67040 -4.08985
H -5.08255 -0.97204 -2.22437
C -3.78987 2.90861 1.50804
O -4.46962 3.93263 0.82185
H -2.91188 3.28069 2.05506
H -4.42651 2.37259 2.21753
H -3.35366 2.17103 0.83412
H -4.97839 4.43528 1.46126
C 0.72195 -3.73754 3.05088
O -0.19624 -3.75876 1.94918
H 0.17924 -3.74537 3.99993
H 1.38504 -4.60150 2.98520
H 1.30955 -2.82117 3.04926
H -0.71025 -4.56657 2.01712
C 1.69611 1.90956 -2.84383
O 0.92120 2.98332 -2.32531
H 1.18044 0.97961 -3.11420
H 2.18471 2.21798 -3.78106
H 2.50399 1.68099 -2.14856
H 0.48154 3.37888 -3.08429
C 1.10054 -4.04628 -1.25718
O 2.36087 -4.46902 -1.76198
H 1.24575 -3.33263 -0.43368
H 0.57039 -3.43722 -1.99055
H 0.51055 -4.90935 -0.94464
H 2.76465 -5.03810 -1.10348
C 2.43420 3.35835 1.50055
O 2.84209 2.53086 2.57799
H 1.59805 2.94908 0.93380
H 2.20582 4.35960 1.86592
H 3.27531 3.51376 0.81005
H 2.62120 1.62304 2.29882
*
```

=====

[2]
Entry from the OMol25 dataset: 7 unconnected molecules or ions with the total composition C11H39BN2O8P2 in a non-equilibrium geometry (ωB97M-V/def2-TZVPD).

M	400.2	g/mol
SMILES	CCC(=O)OCCB([PH2]=N)[PH2]=N.CO.CO.CO.CO.CO.CO
largest force on an atom	1.00	eV Å⁻¹
gap between HOMO and LUMO	7.24	eV

ORCA input file:
```
! wB97M-V def2-TZVPD RIJCOSX def2/J DEFGRID3
* xyz 0 1
C -2.27358 1.06673 0.10575
C -1.94376 0.83512 -1.38072
C -0.83218 -0.12921 -1.67587
O 0.27812 0.20333 -2.03709
O -1.15340 -1.46264 -1.64303
C -0.94424 -2.18090 -0.41651
C 0.55259 -2.27843 -0.04185
B 0.88570 -2.13111 1.46777
P 2.36624 -1.12192 2.13985
N 1.91793 -0.63282 3.58376
P -0.31558 -2.64963 2.85555
N -1.36820 -1.45171 2.93493
H -3.32247 1.36289 0.17797
H -2.14947 0.19280 0.74670
H -1.66510 1.87580 0.51728
H -2.84268 0.50498 -1.91474
H -1.62504 1.78321 -1.83158
H -1.53217 -1.73344 0.38703
H -1.36374 -3.17584 -0.59837
H 0.93570 -3.28400 -0.29579
H 1.13628 -1.57847 -0.64618
H 2.60914 -0.10877 1.20255
H 3.54250 -1.90141 2.14683
H 1.89536 0.37571 3.67033
H 0.43182 -2.94828 3.99994
H -0.89709 -3.88380 2.50325
H -1.32466 -1.01960 3.85426
C 0.80939 3.06145 -4.38164
O -0.12870 2.00244 -4.30541
H 0.51775 3.69022 -5.22068
H 0.81085 3.67497 -3.47480
H 1.82507 2.69639 -4.56026
H 0.12091 1.43913 -3.56186
C -5.74240 2.76408 -2.08627
O -5.44794 2.00735 -0.91670
H -4.86675 3.37367 -2.29507
H -5.93324 2.12154 -2.94950
H -6.60014 3.42461 -1.93716
H -6.20951 1.45904 -0.71343
C -0.63056 -3.21062 -4.97525
O -0.43411 -4.19481 -3.96708
H -0.81092 -3.72281 -5.91723
H -1.49441 -2.57960 -4.75134
H 0.24954 -2.57309 -5.09110
H -0.28188 -3.72271 -3.14412
C -1.35891 1.67444 3.92156
O -0.36058 1.22668 3.01463
H -1.22584 2.74716 4.04346
H -2.36440 1.48690 3.53592
H -1.25439 1.19491 4.89782
H -0.43481 0.26276 2.92208
C 1.60494 3.00093 0.43800
O 1.82601 1.97203 1.38524
H 2.32482 2.86017 -0.36569
H 0.59772 2.94853 0.01277
H 1.75664 3.99394 0.87144
H 1.17213 2.01783 2.09842
C 6.95736 -2.22954 3.00563
O 6.07814 -1.29371 2.39471
H 6.65365 -3.21613 2.66368
H 7.99677 -2.06523 2.71021
H 6.88689 -2.20256 4.09596
H 6.32305 -0.41231 2.68644
*
```

=====

[3]
Entry from the OMol25 dataset: 9 unconnected molecules or ions with the total composition C11H40N12O9 in a non-equilibrium geometry (ωB97M-V/def2-TZVPD).

M	484.5	g/mol
SMILES	NC(N)=O.NC(N)=O.NC(N)=O.NC(N)=O.NC(N)=O.NC(N)=O.CCO.CCO.CO
largest force on an atom	13.15	eV Å⁻¹
energy relative to the best compared isomer or geometry (same formula, charge and spin)	255.8	kcal per mole
gap between HOMO and LUMO	6.89	eV

ORCA input file:
```
! wB97M-V def2-TZVPD RIJCOSX def2/J DEFGRID3
* xyz 0 1
N 0.37142 0.82578 -4.27076
C -0.41158 0.64778 -3.26076
N -0.79858 1.82878 -2.85876
O -0.93058 -0.65422 -2.94176
H 0.49642 0.07678 -4.96676
H 0.91742 1.67378 -4.52076
H -1.58758 1.91878 -2.18076
H -0.62758 2.77278 -3.23776
N 1.14242 4.46578 -1.11876
C 0.70242 3.81678 -0.06776
N 0.35242 2.61278 -0.33976
O 0.73442 4.35278 1.18624
H 1.69142 5.32878 -0.82676
H 1.02342 4.22678 -2.10176
H -0.20958 2.17878 0.46424
H 0.04442 2.33778 -1.28876
N -0.32158 -0.81722 -0.32976
C -1.04258 -1.27522 0.61224
N -0.37858 -1.14222 1.76924
O -2.28258 -1.87122 0.35324
H 0.55742 -0.24222 -0.18176
H -0.66458 -0.70222 -1.32876
H -0.88158 -1.35422 2.63424
H 0.59542 -0.63822 1.79024
N -0.72758 1.72478 1.79824
C -1.84558 2.22878 2.18724
N -1.86758 3.52878 1.98724
O -3.01458 1.46278 2.45024
H -0.76958 0.69378 1.71424
H 0.11542 1.95478 2.38124
H -2.76958 4.05978 1.95424
H -0.93558 4.01778 1.75724
N 0.90542 -3.50322 1.26324
C 0.49742 -4.20622 0.25924
N 0.31542 -3.48922 -0.80876
O 0.69642 -5.57422 0.28524
H 1.01142 -3.98422 2.13524
H 0.46742 -2.61922 1.38724
H 0.09042 -3.90122 -1.69376
H 0.04342 -2.53422 -0.77076
N 2.00842 0.50778 -0.50776
C 2.59242 -0.07022 0.52224
N 2.03342 0.03378 1.65624
O 3.57642 -0.98822 0.21424
H 2.68542 0.58478 -1.31276
H 1.38742 1.33378 -0.26776
H 2.55742 -0.45822 2.36524
H 1.93942 1.01678 1.98224
C 2.80542 -2.89422 -4.73276
C 2.12942 -2.02522 -3.60676
O 2.63242 -2.46822 -2.40276
H 2.49042 -3.96022 -4.58576
H 3.89242 -2.91522 -4.66076
H 2.53942 -2.58722 -5.78076
H 1.02942 -2.10422 -3.66576
H 2.26442 -0.97222 -3.73176
H 2.07742 -2.08722 -1.65976
C -0.40558 -0.25722 5.06924
C -1.84858 -0.72422 4.90324
O -1.77358 -1.68622 3.87124
H 0.04642 0.28178 4.25124
H 0.20442 -1.05522 5.29924
H -0.33958 0.30578 5.96724
H -2.41258 0.18078 4.68524
H -2.20458 -1.25522 5.74724
H -2.62458 -2.08422 3.62424
C -3.58058 0.80778 -0.92376
O -2.48958 1.65378 -0.81676
H -4.50658 1.33078 -1.07276
H -3.62358 0.31278 0.00324
H -3.44658 0.23478 -1.86876
H -2.34058 1.78078 0.16124
*
```

=====

[4]
Entry from the OMol25 dataset: a molecular structure, C11H41CaN16O10 in a non-equilibrium geometry (ωB97M-V/def2-TZVPD).

M	597.6	g/mol
largest force on an atom	8.56	eV Å⁻¹
energy relative to the best compared isomer or geometry (same formula, charge and spin)	38.4	kcal per mole
gap between HOMO and LUMO	8.92	eV

ORCA input file:
```
! wB97M-V def2-TZVPD RIJCOSX def2/J DEFGRID3
* xyz 1 1
Ca -3.16657 1.15332 -2.41475
C 0.76242 0.06158 0.10211
C -0.23066 -0.64602 -0.79677
O -1.18509 0.11592 -1.47130
H 1.36826 0.70249 -0.53842
H 1.47783 -0.55391 0.64752
H 0.34780 0.65838 0.91453
H -0.84162 -1.30231 -0.17700
H 0.25065 -1.30230 -1.52184
C 3.22620 -1.60712 -2.35272
O 4.41330 -1.41248 -1.53259
H 3.67284 -2.00820 -3.26252
H 2.49324 -2.38025 -2.12219
H 2.64895 -0.71038 -2.57795
H 5.15951 -0.89727 -1.84775
C -3.91817 0.60120 0.84195
O -4.05329 0.84733 -0.30983
N -4.70609 1.07338 1.82899
N -3.09783 -0.33017 1.29727
H -5.48863 1.64865 1.55187
H -4.50126 0.90450 2.80348
H -2.44950 -0.62800 0.58238
H -3.05350 -0.55311 2.28136
C -0.70077 2.79776 -4.05226
O -1.88303 2.87686 -3.76696
N 0.12692 1.93605 -3.46214
N -0.01236 3.50648 -4.86396
H 1.04723 2.12279 -3.83395
H -0.04172 1.30586 -2.69109
H 0.99653 3.55159 -4.87814
H -0.56600 4.21352 -5.32622
C -1.57065 -4.46903 1.18172
O -2.61214 -3.85664 1.42333
N -0.93382 -4.42412 0.05656
N -0.96732 -5.21043 2.11614
H -1.38419 -3.80959 -0.60648
H -0.14012 -5.03611 -0.06831
H -1.47322 -5.29080 2.98660
H -0.09774 -5.66525 1.87723
C 4.95055 -1.82405 2.00187
O 5.19169 -2.01868 3.16235
N 5.38629 -2.48587 0.95912
N 4.11662 -0.94486 1.54023
H 5.28021 -2.15512 0.01073
H 5.88548 -3.35725 1.06684
H 3.56712 -0.35518 2.14886
H 3.97726 -0.97856 0.54045
C 0.35042 0.55746 4.68144
O 1.23696 1.28042 4.94255
N -0.23735 0.51270 3.49253
N -0.31451 -0.10246 5.55257
H -1.19995 0.21959 3.40539
H -0.12173 1.08640 2.66936
H -1.26109 -0.33606 5.28891
H -0.03468 -0.01311 6.51891
C -1.58586 3.67358 -0.51867
O -2.51483 3.01423 -0.97935
N -0.38674 3.22776 -0.32615
N -1.75998 4.91744 -0.10852
H 0.40009 3.77480 -0.00718
H -0.26607 2.24584 -0.52953
H -0.96555 5.20032 0.44731
H -2.73274 5.15029 0.03157
C 3.47253 2.63611 -0.81621
O 3.10306 3.25484 -1.80620
N 4.34697 1.73456 -0.80940
N 3.02703 2.81831 0.33638
H 4.67890 1.46947 0.10693
H 4.76966 1.43682 -1.67704
H 3.43382 2.39285 1.15711
H 2.38947 3.59487 0.43921
C -4.31755 -1.80251 -1.70200
O -4.21424 -0.89464 -2.54691
N -5.47220 -2.37530 -1.39792
N -3.34772 -2.31682 -1.06955
H -5.54228 -3.12479 -0.72453
H -6.26027 -2.24588 -2.01622
H -3.45238 -3.07269 -0.40788
H -2.49264 -1.77933 -1.07530
*
```

=====

Which formula does entry 4 have?
C11H41CaN16O10